## one
{"formula": "C5H8Br2", "method": "ωB97M-V/def2-TZVPD", "lumo_ev": [0.40, 0.43], "homo_energy_ev": [-7.5, -7.6], "elements": ["C", "H", "C", "H", "H", "H", "H", "C", "H", "C", "H", "H", "C", "Br", "Br"], "positions_angstrom": [[1.00, -1.24, 0.42], [0.03, 0.00, 1.88], [1.06, 1.08, 0.39], [0.47, 1.05, -1.46], [-1.18, -1.50, 0.03], [-0.21, -1.57, -1.32], [-0.89, 1.30, -0.37], [-0.18, -1.79, -0.26], [-0.15, -2.85, -0.20], [0.11, 1.57, -0.63], [1.76, -0.03, 2.02], [0.24, 2.65, -0.91], [0.94, 0.00, 1.29], [2.71, -1.81, 0.04], [2.91, 1.57, -0.10]]}

## two
{"formula": "C5H8Br2", "method": "ωB97M-V/def2-TZVPD", "lumo_ev": 0.49, "homo_energy_ev": -9.9, "elements": ["H", "H", "H", "H", "C", "H", "C", "Br", "H", "H", "H", "C", "Br", "C", "C"], "positions_angstrom": [[-2.10, -1.06, -1.82], [-0.13, -1.36, 0.47], [2.69, 1.06, 2.13], [0.23, -1.49, -1.34], [1.58, 0.70, 0.48], [-1.89, -2.24, -0.50], [-0.33, -0.89, -0.53], [0.29, 1.42, -2.16], [2.32, 0.69, -0.26], [1.04, 1.51, 2.43], [-2.40, -0.49, -0.18], [-1.87, -1.22, -0.84], [-1.14, 1.69, 0.71], [1.71, 1.08, 1.71], [0.01, 0.61, -0.30]]}

Which structure wins on stability? two wins.

## one
{"formula": "C39H53N7O2P2SV", "method": "ωB97M-V/def2-TZVPD", "lumo_ev": [0.32, 0.33], "homo_energy_ev": [-6.7, -6.1], "s_squared": 0.76, "spin_multiplicity": 2, "elements": ["H", "C", "C", "C", "C", "N", "V", "C", "P", "H", "H", "H", "C", "C", "H", "H", "C", "H", "H", "P", "H", "H", "C", "C", "C", "H", "H", "H", "H", "C", "O", "H", "H", "C", "H", "C", "C", "C", "C", "H", "H", "H", "H", "C", "H", "H", "H", "C", "C", "H", "H", "N", "H", "H", "C", "S", "C", "N", "H", "N", "H", "H", "H", "H", "N", "C", "C", "C", "H", "C", "C", "C", "C", "C", "H", "N", "H", "H", "H", "H", "C", "H", "H", "H", "H", "H", "C", "H", "N", "H", "C", "C", "C", "H", "O", "H", "H", "C", "C", "C", "H", "H", "H", "H", "C"], "positions_angstrom": [[1.72, 3.08, -3.82], [2.82, -0.99, -2.87], [-2.74, 1.09, 2.18], [3.14, -0.27, 1.07], [-6.05, -3.86, 1.51], [-0.67, 2.13, -1.78], [0.32, -0.29, -0.16], [0.35, 0.70, 2.90], [-0.13, 1.73, 1.48], [-3.39, 2.01, -3.47], [-2.23, 4.57, -3.45], [-2.39, 0.49, 3.02], [5.46, -0.27, 1.83], [5.00, 0.00, -0.49], [-6.47, -1.78, 1.88], [3.01, 3.71, 2.07], [-5.04, -4.83, 1.46], [1.34, -1.86, 5.60], [-0.54, 4.22, -3.83], [2.38, 0.22, -1.52], [-2.03, -5.35, -1.85], [0.17, 2.47, -1.33], [-2.52, 1.85, -2.87], [4.11, 2.44, -2.37], [4.03, -0.76, -3.78], [-0.98, 4.80, -2.22], [-5.31, -5.86, 1.25], [-3.46, 3.45, 1.00], [-0.30, 4.88, 1.03], [1.59, -1.25, 3.57], [-0.97, -3.94, 2.53], [2.23, -2.08, 3.32], [-1.89, 3.89, 0.33], [1.94, 2.03, -3.60], [0.80, 4.16, -0.16], [2.68, 1.92, -2.26], [-1.56, -4.39, -1.69], [2.40, 2.85, 1.80], [-0.93, -3.73, -2.75], [0.19, -1.95, -3.18], [6.16, -0.34, 2.66], [-1.82, 2.96, 2.74], [3.90, -2.48, -1.72], [-3.38, -3.17, 1.94], [-0.16, 0.02, 6.18], [-2.81, -1.28, -2.74], [-7.55, -5.06, 0.83], [-1.86, 2.30, 1.87], [-1.30, 4.17, -3.05], [1.94, -0.97, -3.52], [4.00, 0.19, -4.30], [-1.04, 0.87, -1.48], [-3.76, 1.43, 2.39], [1.00, 1.47, -3.61], [-1.07, -2.70, -0.24], [-1.69, -2.73, 2.26], [-5.69, -2.54, 1.80], [-0.38, -2.02, -1.21], [4.10, 3.45, -2.78], [-1.12, -2.02, 0.91], [2.18, 2.57, -1.53], [4.97, -0.82, -3.22], [6.99, -0.10, 0.32], [2.16, -2.55, -1.48], [-7.38, -4.22, 1.35], [0.92, 3.25, 1.83], [5.93, -0.13, 0.53], [-2.19, 0.69, -2.13], [0.66, 3.55, 2.85], [1.08, -1.12, 4.85], [4.11, -0.34, 2.10], [-3.72, -4.49, 1.66], [0.68, 4.43, 0.90], [-4.37, -2.20, 2.02], [-2.78, 0.43, 1.31], [-1.64, -3.91, -0.47], [-0.89, -4.16, -3.74], [-2.92, -0.98, -1.00], [-8.00, -3.47, 1.07], [-4.10, -1.19, 2.28], [-0.14, 0.83, 4.20], [3.79, -0.44, 3.12], [2.86, -3.17, -2.98], [4.60, 2.47, -1.40], [5.36, 0.17, -1.49], [2.61, 2.05, 2.50], [1.27, -0.31, 2.59], [4.07, -1.55, -4.53], [1.78, -0.34, 1.27], [2.70, 2.51, 0.81], [-0.34, -2.53, -2.44], [-1.52, 2.76, -2.60], [-2.49, 3.05, 0.69], [-4.09, -0.25, -2.11], [-1.73, -1.71, 3.27], [-2.94, -5.23, 1.62], [-0.84, 1.62, 4.44], [2.93, -2.38, -2.22], [0.24, -0.07, 5.18], [3.63, -0.03, -0.24], [2.56, 1.66, -4.42], [4.72, 1.82, -3.03], [1.43, 5.21, 1.10], [-2.66, 2.37, -0.14], [-3.04, -0.53, -1.99]]}

## two
{"formula": "C39H53N7O2P2SV", "method": "ωB97M-V/def2-TZVPD", "lumo_ev": [0.35, 0.36], "homo_energy_ev": [-6.6, -6.1], "s_squared": 0.77, "spin_multiplicity": 2, "elements": ["C", "H", "H", "H", "H", "C", "H", "C", "C", "H", "C", "C", "H", "C", "C", "H", "H", "C", "C", "O", "H", "H", "H", "H", "H", "C", "C", "N", "H", "H", "H", "O", "H", "H", "C", "H", "H", "H", "P", "C", "H", "C", "H", "C", "C", "H", "H", "H", "H", "H", "C", "C", "H", "C", "C", "C", "N", "C", "H", "C", "C", "N", "N", "S", "H", "C", "H", "N", "H", "H", "C", "H", "C", "V", "C", "H", "C", "H", "H", "C", "C", "H", "H", "H", "C", "P", "N", "H", "H", "H", "H", "H", "N", "H", "C", "H", "C", "H", "H", "C", "C", "H", "H", "C", "C"], "positions_angstrom": [[2.50, 2.74, -1.26], [3.41, -0.32, 2.99], [2.15, 1.46, 4.33], [4.71, -1.51, -3.67], [1.80, -3.65, -1.55], [-0.94, -1.62, -3.42], [-1.49, 1.57, -3.59], [1.96, 2.52, 4.40], [-1.88, -2.57, -4.15], [0.81, -1.66, -4.70], [-0.49, 2.71, 1.02], [-1.00, -2.41, 4.45], [-6.07, -2.69, -2.17], [0.46, 4.38, 4.18], [-0.63, -4.10, -0.14], [-0.59, 5.94, 0.69], [2.30, 0.43, 1.84], [3.45, 0.74, -2.59], [0.03, -0.95, -4.40], [-1.80, 2.57, 3.75], [4.61, -1.57, 1.19], [-0.83, -3.63, -1.11], [1.97, 3.42, -1.93], [-0.51, 4.75, 3.92], [-2.90, 2.01, -1.44], [-2.55, -1.40, 2.91], [2.46, -0.44, 2.47], [3.66, 5.57, 5.55], [-0.65, 5.31, -1.74], [3.56, 6.55, 5.33], [-0.48, -0.64, -5.31], [-0.24, 0.65, 4.06], [-0.34, -2.23, -2.74], [-1.30, -3.27, -4.75], [-3.09, -1.20, -1.49], [-4.32, -1.35, -3.23], [-0.72, -5.18, -0.27], [-2.48, 0.11, -5.34], [-1.67, -0.37, -2.25], [2.70, 4.73, 5.02], [3.68, -2.63, -2.79], [-5.20, -2.38, -1.60], [3.73, -2.43, -0.07], [2.50, -1.72, 1.63], [-4.22, -1.61, -2.19], [-3.51, -0.94, 2.72], [0.95, -2.81, 3.69], [-0.59, 2.83, -2.25], [4.61, 5.25, 5.49], [-3.39, 1.59, -5.11], [-0.58, 3.21, -1.24], [-3.92, -2.38, 0.44], [1.58, -5.27, -0.93], [-2.25, -1.88, 4.17], [-3.29, 1.84, -2.45], [3.67, -1.61, 0.64], [1.56, 0.45, -1.39], [-5.01, -2.79, -0.29], [1.65, -0.46, 3.20], [3.68, -1.74, -3.41], [2.49, 1.34, -1.76], [-0.54, 2.30, -0.28], [-1.84, -1.04, 0.57], [-0.54, 1.92, 3.47], [-0.77, -2.78, 5.44], [-2.38, 0.98, -3.32], [3.14, -1.96, -4.33], [-0.39, 1.69, 1.86], [-3.00, -1.81, 4.95], [-4.26, 1.35, -2.33], [1.81, -4.25, -0.63], [0.91, -4.29, 1.32], [-0.04, -2.42, 3.46], [-0.43, 0.22, -0.18], [-0.61, 4.56, -0.96], [-4.01, 0.08, -4.47], [2.94, 3.36, 4.88], [0.53, -0.08, -3.98], [-1.42, -3.78, 0.54], [3.07, -0.58, -2.69], [0.73, 3.02, 4.02], [3.90, 2.96, 5.18], [3.52, 3.10, -1.19], [-3.46, 2.81, -2.91], [1.44, 5.22, 4.67], [0.87, -1.95, 0.80], [1.95, -0.70, -1.97], [-3.81, -2.73, 1.45], [2.67, -2.57, 2.29], [-2.56, -2.05, -4.82], [1.22, 6.28, 4.80], [-5.74, -3.44, 0.19], [-0.51, 4.02, 1.37], [2.82, -4.24, -0.23], [-0.32, -1.94, 2.19], [-2.49, -3.15, -3.45], [0.76, -3.76, 0.37], [3.59, -0.68, 0.07], [4.32, 1.20, -3.02], [-0.58, 4.89, 0.40], [-2.95, -1.52, -0.11], [2.04, 2.81, -0.27], [1.38, -1.52, -1.78], [-3.09, 0.65, -4.63], [-1.60, -1.46, 1.89]]}

Which structure wins on stability? one wins.

## one
{"formula": "C27H26GeN6O4PdS", "method": "ωB97M-V/def2-TZVPD", "charge": 1, "lumo_ev": [-2.52, -2.57], "homo_energy_ev": [-10.8, -11.3], "s_squared": 0.75, "spin_multiplicity": 2, "elements": ["H", "H", "S", "C", "C", "N", "H", "C", "C", "H", "C", "H", "N", "H", "H", "C", "H", "H", "N", "H", "H", "Ge", "H", "O", "C", "H", "C", "H", "C", "C", "H", "H", "C", "H", "C", "C", "C", "H", "O", "C", "C", "N", "C", "C", "C", "C", "C", "N", "H", "Pd", "C", "H", "C", "N", "H", "H", "O", "C", "H", "C", "C", "O", "C", "H", "H", "H"], "positions_angstrom": [[0.52, 6.20, -1.70], [4.97, -2.47, -1.58], [-1.33, -3.87, 1.72], [-0.70, 2.76, 3.19], [-1.79, -1.01, -2.36], [-1.59, -2.10, -1.54], [1.12, 3.52, -4.99], [-0.95, -0.50, 5.70], [-0.60, 2.39, 1.86], [-1.29, -4.80, 4.60], [-1.85, -3.18, -2.25], [3.25, 1.42, -1.99], [-1.22, -3.81, 4.44], [-2.33, 0.90, -4.15], [-0.02, 0.01, 5.46], [-1.55, 0.37, -1.91], [0.84, 5.82, -4.12], [1.17, -1.65, 0.19], [-1.11, -1.88, 3.59], [-1.58, 3.27, 3.55], [-0.97, -0.70, 6.77], [0.71, 1.31, -0.50], [-0.22, -0.32, 2.72], [-2.84, -1.58, -5.82], [0.97, 3.69, -3.93], [1.07, 1.61, -3.45], [-2.55, -0.85, -4.91], [-1.87, -0.24, 2.79], [-1.06, -1.78, 4.97], [0.64, 5.19, -2.08], [-2.47, -3.40, -4.28], [2.32, 1.63, 4.27], [1.59, 1.47, 2.26], [2.48, 0.98, 1.90], [0.54, 1.75, 1.38], [2.07, 0.00, -0.87], [0.82, 4.98, -3.44], [5.09, -0.15, -2.43], [-2.57, 0.47, -5.00], [3.19, 0.41, -1.61], [3.06, -2.19, -0.65], [-1.09, -0.86, 2.64], [4.23, -0.48, -1.86], [2.02, -1.31, -0.39], [4.16, -1.78, -1.38], [1.49, 1.84, 3.60], [-1.79, -4.58, -1.78], [-2.22, -2.81, -3.50], [3.01, -3.21, -0.27], [-1.26, -1.72, 0.55], [0.61, 4.11, -1.21], [0.29, 2.80, 5.10], [0.95, 2.61, -3.06], [-1.12, -2.95, 5.50], [-0.98, -4.70, -1.07], [-1.63, -5.26, -2.62], [-0.97, 0.47, -0.71], [-2.20, -1.45, -3.59], [-1.42, 2.62, 1.18], [0.76, 2.81, -1.69], [-1.22, -3.20, 3.25], [-1.85, 1.33, -2.58], [0.36, 2.49, 4.06], [-2.73, -4.86, -1.29], [0.47, 4.29, -0.15], [-1.78, 0.17, 5.45]]}

## two
{"formula": "C27H26GeN6O4PdS", "method": "ωB97M-V/def2-TZVPD", "charge": 1, "lumo_ev": [-4.07, -4.52], "homo_energy_ev": [-11.6, -11.6], "s_squared": 0.76, "spin_multiplicity": 2, "elements": ["C", "H", "C", "N", "Pd", "H", "C", "N", "N", "H", "H", "C", "H", "O", "H", "C", "H", "N", "H", "H", "C", "O", "H", "C", "Ge", "C", "C", "H", "C", "C", "C", "C", "N", "H", "H", "H", "C", "C", "N", "O", "H", "H", "C", "H", "H", "S", "C", "H", "C", "H", "C", "C", "H", "H", "O", "C", "H", "H", "H", "H", "C", "C", "C", "C", "C", "C"], "positions_angstrom": [[-4.02, -1.64, -2.26], [-0.04, -3.88, 1.53], [4.01, -0.05, -2.09], [2.51, 0.54, 2.72], [-0.21, 0.87, 1.39], [4.91, 0.56, -2.08], [-2.70, -0.57, 1.54], [2.00, 0.56, 1.41], [-1.38, -0.89, 1.74], [5.07, 0.53, 1.44], [-0.04, -3.31, 3.20], [-2.71, 0.34, -1.89], [5.76, -0.42, 2.75], [-4.26, 1.13, 1.09], [0.79, -2.37, 1.96], [1.64, -0.31, -1.66], [-3.02, -3.51, -1.92], [2.66, 0.77, 4.81], [2.31, 1.41, 0.95], [0.00, 1.83, -3.60], [-0.04, 3.95, -3.31], [-5.20, -3.21, 1.44], [-4.96, -2.11, -2.54], [-1.32, -2.20, 1.90], [0.00, 0.46, -1.01], [-0.02, 4.71, -1.03], [4.06, -1.34, -2.61], [4.58, -1.15, 1.66], [-3.45, -1.70, 1.59], [-4.89, -2.04, 1.41], [1.78, 0.91, 3.82], [3.80, 0.21, 3.12], [-2.56, -2.71, 1.83], [-0.07, 6.01, -2.74], [-4.77, 0.35, -2.50], [-2.64, 1.42, -1.87], [-1.74, -1.84, -1.55], [1.70, -1.60, -2.20], [3.90, 0.33, 4.40], [-5.71, -1.05, 1.21], [-0.90, -2.47, -1.26], [2.50, 0.97, 5.78], [-3.08, 0.83, 1.25], [0.00, 3.23, 0.48], [-0.03, 5.52, -0.31], [0.18, 1.40, 3.86], [-1.61, -0.45, -1.54], [2.93, -3.09, -3.11], [4.86, -0.23, 2.18], [-2.86, -3.68, 1.92], [0.01, 2.34, -1.50], [-0.04, 4.99, -2.39], [2.77, 1.49, -1.28], [-5.23, -0.17, 1.19], [-2.09, 1.66, 1.20], [2.81, 0.46, -1.62], [2.38, -0.23, 0.89], [0.80, -2.20, -2.28], [-0.06, 4.16, -4.37], [4.99, -1.74, -2.99], [-2.93, -2.43, -1.92], [-0.01, 2.63, -2.87], [2.90, -2.10, -2.68], [0.01, 3.40, -0.59], [-0.08, -2.99, 2.16], [-3.91, -0.26, -2.25]]}

Which structure wins on stability? one wins.